This record from the OMol25 dataset describes C12H9MoN5SSe2Te2 as an isolated structure at a distorted geometry. The level of theory is ωB97M-V/def2-TZVPD.

Last column: Löwdin charge in e.
Geometry (Å):
1 Mo -0.67 1.61 -0.24  1.35
2 S 2.13 -4.09 2.07  1.30
3 N 1.63 -2.73 2.67  -0.15
4 C 0.96 -2.08 1.67  -0.25
5 C 0.48 -0.78 1.77  -0.05
6 C 0.89 0.20 2.73  0.03
7 C 1.02 1.49 2.32  -0.02
8 C 0.64 2.01 1.00  -0.21
9 N -1.60 0.32 0.79  -0.60
10 C -0.37 -0.36 0.65  -0.37
11 C -0.09 -0.98 -0.65  -0.20
12 N -0.29 -0.08 -1.61  -0.01
13 C 0.01 -0.43 -2.88  -0.02
14 C 0.54 -1.68 -3.17  0.05
15 C 0.85 -2.57 -2.14  0.12
16 C 0.55 -2.19 -0.83  -0.05
17 C 0.99 -2.82 0.42  -0.23
18 N 1.63 -3.96 0.52  -0.11
19 H 1.30 -0.11 3.68  0.16
20 H 1.52 2.19 2.98  0.15
21 H 1.14 2.93 0.66  0.11
22 H -0.15 0.31 -3.66  0.14
23 H 0.75 -1.94 -4.20  0.15
24 H 1.32 -3.52 -2.35  0.16
25 Se -2.85 -0.13 2.07  0.56
26 Te -5.13 0.25 1.01  0.79
27 Te -3.79 2.30 2.30  0.74
28 Se -2.39 3.41 0.70  0.16
29 N -0.30 3.14 -1.85  -0.01
30 H -1.00 3.15 -2.60  0.11
31 H 0.60 3.03 -2.33  0.11
32 H -0.31 4.10 -1.50  0.09

Summary:
Charge ... +4
Highest occupied orbital energy ... -0.78340 Ha
Frontier orbital gap ... 5.84 eV
Calculated total energy ... -177964.140 eV
Largest force on an atom ... 1.026 eV Å⁻¹

=====

This record from the OMol25 dataset describes the molecule C10H11OP at a distorted geometry. The level of theory is ωB97M-V/def2-TZVPD.

Last column: Löwdin charge in e.
Geometry (Å):
1 C 2.07 1.72 1.42  -0.09
2 C 1.06 2.59 1.06  -0.10
3 C 2.29 0.63 0.58  -0.10
4 C 0.12 2.31 0.06  -0.07
5 C 1.34 0.26 -0.31  -0.09
6 C 0.16 1.04 -0.53  -0.37
7 C -0.76 -1.50 0.78  -0.21
8 C -1.90 -2.41 0.38  -0.15
9 C -0.71 0.77 -1.66  -0.20
10 C -0.77 -2.07 -0.57  -0.43
11 O -2.07 -1.65 -2.87  -0.37
12 P -1.23 -0.88 -1.89  0.89
13 H 2.79 1.90 2.13  0.07
14 H 0.92 3.68 1.52  0.14
15 H 3.15 0.02 0.64  0.10
16 H -0.56 3.12 -0.08  0.10
17 H 1.56 -0.66 -0.99  0.14
18 H -1.06 -0.36 0.93  0.15
19 H -0.08 -1.89 1.52  0.10
20 H -1.95 -3.54 0.68  0.14
21 H -2.91 -1.87 0.17  0.13
22 H -1.38 1.60 -1.90  0.07
23 H -0.07 -2.81 -1.07  0.14

Summary:
Charge ... 0
Highest occupied orbital energy ... -0.29221 Ha
Frontier orbital gap ... 7.94 eV
Calculated total energy ... -21881.403 eV
Largest force on an atom ... 3.436 eV Å⁻¹

=====

What did the first record say?
This record from the OMol25 dataset describes C12H9MoN5SSe2Te2 as an isolated structure at a distorted geometry. The level of theory is ωB97M-V/def2-TZVPD.

Last column: Löwdin charge in e.
Geometry (Å):
1 Mo -0.67 1.61 -0.24  1.35
2 S 2.13 -4.09 2.07  1.30
3 N 1.63 -2.73 2.67  -0.15
4 C 0.96 -2.08 1.67  -0.25
5 C 0.48 -0.78 1.77  -0.05
6 C 0.89 0.20 2.73  0.03
7 C 1.02 1.49 2.32  -0.02
8 C 0.64 2.01 1.00  -0.21
9 N -1.60 0.32 0.79  -0.60
10 C -0.37 -0.36 0.65  -0.37
11 C -0.09 -0.98 -0.65  -0.20
12 N -0.29 -0.08 -1.61  -0.01
13 C 0.01 -0.43 -2.88  -0.02
14 C 0.54 -1.68 -3.17  0.05
15 C 0.85 -2.57 -2.14  0.12
16 C 0.55 -2.19 -0.83  -0.05
17 C 0.99 -2.82 0.42  -0.23
18 N 1.63 -3.96 0.52  -0.11
19 H 1.30 -0.11 3.68  0.16
20 H 1.52 2.19 2.98  0.15
21 H 1.14 2.93 0.66  0.11
22 H -0.15 0.31 -3.66  0.14
23 H 0.75 -1.94 -4.20  0.15
24 H 1.32 -3.52 -2.35  0.16
25 Se -2.85 -0.13 2.07  0.56
26 Te -5.13 0.25 1.01  0.79
27 Te -3.79 2.30 2.30  0.74
28 Se -2.39 3.41 0.70  0.16
29 N -0.30 3.14 -1.85  -0.01
30 H -1.00 3.15 -2.60  0.11
31 H 0.60 3.03 -2.33  0.11
32 H -0.31 4.10 -1.50  0.09

Summary:
Charge ... +4
Highest occupied orbital energy ... -0.78340 Ha
Frontier orbital gap ... 5.84 eV
Calculated total energy ... -177964.140 eV
Largest force on an atom ... 1.026 eV Å⁻¹